No. 1
ORCA calculation (the ωB97M-V functional and the def2-TZVPD basis) on a 3-piece molecular cluster, C34H30NO5 overall.

Geometry (Å):
C  0.94  2.33  0.86
C  0.43  1.16  0.01
C  1.19  -0.13  0.41
C  -1.11  1.09  0.09
C  -1.71  1.96  -1.02
C  -1.73  -0.29  0.03
O  -3.12  -0.28  0.20
N  -3.44  -0.19  1.65
H  0.69  2.13  1.91
H  0.41  3.24  0.58
H  2.01  2.47  0.75
H  0.70  1.39  -1.03
H  2.14  0.13  0.87
H  0.63  -0.72  1.12
H  1.42  -0.74  -0.46
H  -1.43  1.53  1.04
H  -1.55  1.49  -1.99
H  -2.78  2.09  -0.87
H  -1.23  2.94  -1.04
H  -1.53  -0.76  -0.95
H  -1.34  -0.94  0.82
H  -3.76  0.78  1.71
C  -3.19  -3.42  0.35
C  -2.78  -4.74  0.21
C  -3.70  -5.78  0.36
C  -5.02  -5.49  0.64
C  -5.44  -4.15  0.78
C  -4.52  -3.12  0.64
C  -6.85  -3.83  1.09
O  -7.26  -2.69  1.19
C  -7.80  -4.97  1.29
C  -9.12  -4.70  1.63
C  -10.02  -5.73  1.80
C  -9.61  -7.05  1.64
C  -8.30  -7.33  1.30
C  -7.39  -6.29  1.13
C  -5.98  -6.62  0.78
O  -5.64  -7.78  0.62
H  -2.49  -2.61  0.24
H  -1.75  -4.97  0.00
H  -3.39  -6.81  0.25
H  -4.80  -2.08  0.76
H  -9.42  -3.67  1.75
H  -11.05  -5.51  2.07
H  -10.32  -7.86  1.77
H  -7.96  -8.35  1.17
C  7.43  6.63  1.78
C  6.27  5.95  2.14
C  5.75  4.98  1.30
C  6.38  4.68  0.11
C  7.55  5.36  -0.26
C  8.07  6.33  0.59
C  8.24  5.07  -1.54
O  9.26  5.65  -1.85
C  7.63  4.04  -2.44
C  8.23  3.78  -3.67
C  7.69  2.83  -4.51
C  6.55  2.13  -4.14
C  5.94  2.39  -2.92
C  6.48  3.35  -2.07
C  5.80  3.62  -0.77
O  4.82  3.00  -0.43
H  7.84  7.38  2.44
H  5.77  6.19  3.07
H  4.84  4.45  1.57
H  8.98  6.85  0.30
H  9.12  4.33  -3.95
H  8.15  2.63  -5.47
H  6.12  1.39  -4.80
H  5.05  1.86  -2.61

Calculated values
Highest occupied orbital energy (eV): -2.0
Total charge: -1
Orbital gap (eV): 2.2775


No. 2
ORCA calculation (the ωB97M-V functional and the def2-TZVPD basis) on C34H31BaN7O4S2Se as an isolated structure.

Geometry (Å):
Ba  0.70  -0.08  -0.53
C  3.55  0.38  -3.86
C  3.94  -0.49  -2.72
N  3.13  -0.88  -1.76
C  3.90  -1.65  -0.90
C  5.19  -1.72  -1.36
N  5.18  -0.98  -2.51
C  6.45  -2.38  -0.90
O  6.39  -2.98  0.22
O  7.43  -2.27  -1.65
C  3.30  -2.22  0.33
O  4.07  -2.92  1.09
O  2.11  -2.01  0.58
H  2.95  1.22  -3.51
H  2.94  -0.19  -4.57
H  4.44  0.75  -4.38
H  6.02  -0.86  -3.07
H  5.07  -3.01  0.70
C  -4.89  0.22  0.32
C  -3.64  0.28  1.20
C  -3.27  -1.05  1.80
C  -3.78  -1.43  3.04
C  -3.40  -2.62  3.64
C  -2.49  -3.44  3.00
C  -1.96  -3.10  1.76
C  -0.95  -4.00  1.09
C  -1.60  -4.98  0.11
C  -2.37  -1.91  1.15
N  -1.80  -1.52  -0.08
C  -2.45  -1.79  -1.16
C  -2.02  -1.42  -2.47
C  -2.71  -1.64  -3.67
C  -1.92  -1.07  -4.67
C  -0.79  -0.54  -4.02
N  -0.84  -0.75  -2.70
H  -5.13  1.22  -0.07
H  -5.75  -0.16  0.87
H  -4.73  -0.43  -0.54
H  -3.81  0.99  2.02
H  -2.80  0.67  0.63
H  -4.45  -0.75  3.55
H  -3.79  -2.88  4.62
H  -2.16  -4.36  3.48
H  -0.41  -4.56  1.86
H  -0.21  -3.40  0.57
H  -2.35  -5.60  0.61
H  -0.85  -5.65  -0.33
H  -2.09  -4.45  -0.71
H  -3.41  -2.32  -1.11
H  -3.66  -2.13  -3.78
H  -2.13  -1.03  -5.73
H  0.03  0.00  -4.46
S  2.46  2.89  0.64
C  2.35  4.17  -0.56
C  2.98  5.39  -0.29
C  2.92  6.46  -1.16
C  2.21  6.33  -2.35
C  1.58  5.14  -2.64
C  1.63  4.04  -1.77
S  0.80  2.56  -2.27
H  3.52  5.48  0.64
H  3.42  7.39  -0.91
H  2.15  7.16  -3.05
H  1.02  5.03  -3.56
N  -2.32  3.04  -1.95
C  -3.42  3.20  -1.60
H  -1.30  2.89  -2.11
Se  -0.18  3.09  1.28
N  -0.28  1.35  1.53
C  -0.48  1.17  2.87
C  -0.54  -0.08  3.52
C  -0.73  -0.13  4.88
C  -0.86  1.06  5.63
C  -0.79  2.29  5.03
C  -0.60  2.36  3.63
N  -0.55  3.52  2.92
H  -0.45  -1.00  2.94
H  -0.78  -1.09  5.37
H  -1.01  0.99  6.70
H  -0.88  3.21  5.59

Calculated values
Highest occupied orbital energy (eV): -1.9
Total charge: -2
Orbital gap (eV): 5.9935
Energy above the lowest of the compared OMol25 structures with the same formula, charge and spin (kcal per mole): 7.2


No. 3
ORCA calculation (the ωB97M-V functional and the def2-TZVPD basis) on C34H31BrGeIN4O2Re as an isolated structure.

Geometry (Å):
Re  0.54  -1.49  0.69
C  0.49  -1.61  3.09
C  1.12  -2.78  3.64
C  2.43  -2.48  3.94
C  2.68  -1.12  3.62
C  1.50  -0.58  3.13
H  -0.57  -1.42  3.13
H  0.63  -3.74  3.77
H  3.17  -3.18  4.31
H  3.63  -0.61  3.72
H  1.33  0.47  2.92
C  -1.04  -0.93  0.31
Ge  -2.20  0.18  -0.70
C  -4.13  -0.10  -0.49
C  -5.05  0.36  -1.43
C  -6.42  0.27  -1.20
C  -6.89  -0.29  -0.02
C  -5.98  -0.75  0.93
C  -4.62  -0.66  0.69
C  -1.92  2.00  -0.02
C  -1.15  2.21  1.13
C  -1.02  3.49  1.66
C  -1.64  4.57  1.06
C  -2.41  4.37  -0.08
C  -2.55  3.09  -0.61
C  -1.74  -0.01  -2.59
C  -0.50  0.44  -3.06
C  -0.07  0.15  -4.35
C  -0.87  -0.62  -5.19
C  -2.09  -1.09  -4.74
C  -2.52  -0.79  -3.45
H  -4.70  0.80  -2.36
H  -7.12  0.63  -1.94
H  -7.95  -0.36  0.17
H  -6.34  -1.19  1.86
H  -3.92  -1.03  1.44
H  -0.66  1.37  1.60
H  -0.42  3.64  2.56
H  -1.54  5.56  1.48
H  -2.92  5.21  -0.55
H  -3.17  2.95  -1.49
H  0.16  0.99  -2.40
H  0.90  0.50  -4.68
H  -0.53  -0.86  -6.19
H  -2.71  -1.71  -5.38
H  -3.47  -1.19  -3.11
Br  6.04  -3.75  2.45
C  5.96  -2.18  1.39
C  7.07  -1.35  1.41
C  7.07  -0.18  0.67
C  5.96  0.15  -0.10
C  4.86  -0.69  -0.12
C  4.84  -1.87  0.63
I  3.13  -3.04  0.56
H  7.93  -1.62  2.02
H  7.94  0.47  0.69
H  5.94  1.07  -0.68
H  4.00  -0.44  -0.72
C  -1.92  -4.13  0.88
C  -0.48  -4.53  0.65
O  -0.16  -5.70  0.50
O  0.39  -3.56  0.63
H  -2.57  -4.98  0.69
H  -2.19  -3.28  0.25
H  -2.03  -3.80  1.91
N  0.99  3.35  -1.30
C  2.28  3.26  -0.90
N  3.11  4.29  -1.29
N  2.79  2.30  -0.20
C  2.08  1.21  0.04
N  1.52  0.22  0.29
H  0.73  3.99  -2.02
H  0.34  2.62  -1.07
H  2.68  5.21  -1.30
H  3.99  4.27  -0.80

Calculated values
2S+1: 2
Highest occupied orbital energy (alpha / beta) (eV): -2.6 / -2.6
⟨S²⟩: 0.76
Total charge: -1
Orbital gap (alpha / beta) (eV): 4.6377 / 4.6569
Energy above the lowest of the compared OMol25 structures with the same formula, charge and spin (kcal per mole): 50.6


Q: total charge of number 2 (C34H31BaN7O4S2Se)?
A: -2


Q: The lowest total charge belongs to which entry?
A: C34H31BaN7O4S2Se